(1)
Below is C42H43AlBCl3FN5O6S as an isolated structure, with properties calculated with ωB97M-V/def2-TZVPD.

Positions of all 103 atoms, in Å:
Al  -0.170  -0.267  -0.164
C  6.541  1.037  3.080
C  5.949  -0.347  2.832
N  4.827  -0.294  1.883
C  3.588  -0.180  2.376
C  2.457  -0.055  1.615
C  1.128  0.040  2.329
O  1.081  0.284  3.505
O  0.102  -0.179  1.550
C  2.568  -0.022  0.207
O  1.577  0.124  -0.589
C  3.902  -0.143  -0.326
C  4.103  -0.125  -1.711
C  5.354  -0.209  -2.241
F  5.455  -0.144  -3.581
C  6.509  -0.327  -1.429
C  6.295  -0.370  -0.057
C  5.022  -0.270  0.516
N  7.813  -0.442  -1.934
C  8.063  -0.576  -3.375
C  9.550  -0.869  -3.608
N  10.067  -1.620  -2.425
C  10.131  -0.717  -1.230
C  8.919  0.227  -1.263
H  7.367  0.964  3.786
H  5.788  1.700  3.504
H  6.911  1.485  2.157
H  5.568  -0.753  3.766
H  6.700  -1.042  2.464
H  3.476  -0.189  3.454
H  3.252  -0.021  -2.370
H  7.149  -0.500  0.590
H  7.799  0.320  -3.941
H  7.466  -1.402  -3.755
H  10.140  0.040  -3.708
H  9.679  -1.459  -4.512
H  10.980  -2.033  -2.613
H  9.413  -2.380  -2.229
H  11.058  -0.148  -1.270
H  10.139  -1.334  -0.335
H  9.171  1.155  -1.788
H  8.654  0.501  -0.248
C  -3.876  -7.691  -3.894
C  -4.161  -6.189  -3.790
C  -4.189  -5.617  -5.214
C  -5.534  -5.986  -3.126
C  -3.132  -5.463  -2.923
C  -2.333  -6.158  -2.011
C  -1.432  -5.525  -1.162
C  -1.369  -4.153  -1.228
O  -0.603  -3.266  -0.504
B  -0.937  -2.002  -0.954
O  -1.903  -2.093  -1.955
C  -2.161  -3.444  -2.118
C  -3.037  -4.069  -2.979
H  -4.566  -8.133  -4.613
H  -4.024  -8.203  -2.943
H  -2.858  -7.876  -4.242
H  -4.871  -6.204  -5.829
H  -3.196  -5.665  -5.666
H  -4.532  -4.582  -5.243
H  -6.295  -6.606  -3.604
H  -5.843  -4.944  -3.202
H  -5.486  -6.256  -2.069
H  -2.401  -7.235  -1.951
H  -0.803  -6.086  -0.485
H  -3.635  -3.478  -3.659
Cl  -3.928  5.238  4.225
C  -4.193  4.682  2.617
C  -4.454  3.342  2.380
C  -4.651  2.909  1.080
C  -4.597  3.786  -0.001
C  -4.804  3.267  -1.416
C  -3.519  3.457  -2.261
N  -2.358  2.855  -1.617
C  -1.298  3.562  -1.101
C  -0.470  2.659  -0.523
N  -0.997  1.401  -0.714
C  -2.147  1.558  -1.369
O  -5.159  1.917  -1.320
C  -5.958  1.348  -2.357
C  -6.689  0.221  -1.698
C  -8.021  0.220  -1.412
Cl  -9.182  1.369  -1.920
S  -8.480  -1.111  -0.420
C  -6.857  -1.668  -0.362
C  -6.024  -0.878  -1.083
C  -4.362  5.132  0.274
Cl  -4.368  6.321  -0.993
C  -4.154  5.584  1.567
H  -4.512  2.644  3.203
H  -4.868  1.869  0.886
H  -5.602  3.840  -1.904
H  -3.330  4.519  -2.368
H  -3.659  3.024  -3.252
H  -1.234  4.633  -1.178
H  0.461  2.808  -0.005
H  -2.812  0.758  -1.643
H  -5.320  0.997  -3.178
H  -6.670  2.077  -2.750
H  -6.619  -2.550  0.211
H  -4.962  -1.047  -1.186
H  -3.978  6.633  1.755

Total charge ... +2
Energy above the lowest of the compared OMol25 structures with the same formula, charge and spin ... 35.7 kJ/mol
Highest occupied orbital energy ... -0.4293 Ha
Frontier orbital gap ... 6.371 eV
Lowest unoccupied orbital energy ... -5.31 eV

Here are the Mulliken charges for atoms 1 to 6, given in e: number 1, Al, carries -0.58; number 2, C, carries -0.98; number 3, C, carries -0.95; number 4, N, carries 0.09; number 5, C, carries -0.05; number 6, C, carries -0.31

(2)
Below is C42H43AsF4InN4OS4Te as an isolated structure in a non-equilibrium geometry, with properties calculated with ωB97M-V/def2-TZVPD.

Positions of all 101 atoms, in Å:
In  -0.800  -1.716  2.821
C  1.228  1.200  1.738
N  0.394  0.948  2.958
C  -0.605  2.015  3.198
C  1.226  0.807  4.105
C  0.684  -0.204  5.082
N  0.617  -1.594  4.573
C  1.336  -2.619  5.084
C  1.184  -3.941  4.552
F  0.361  -4.005  3.481
C  1.512  -5.098  5.207
F  1.165  -6.252  4.643
C  2.184  -5.113  6.446
C  2.545  -3.803  6.900
F  3.261  -3.721  7.977
C  2.157  -2.640  6.225
F  2.569  -1.470  6.823
H  1.842  2.086  1.687
H  0.573  1.123  0.908
H  1.839  0.298  1.613
H  -0.150  3.043  3.212
H  -1.088  1.861  4.154
H  -2.289  1.089  2.338
H  1.305  1.778  4.641
H  2.165  0.570  3.711
H  -0.360  0.046  5.314
H  1.309  -0.125  5.950
H  2.639  -5.969  6.786
S  -4.203  -3.579  4.972
As  -4.600  -1.795  3.969
S  -4.528  -2.168  1.590
S  -2.575  -0.504  3.975
S  -6.422  -1.681  1.231
C  3.334  1.337  -7.595
C  2.704  0.808  -6.356
C  3.521  0.519  -5.228
C  3.062  -0.020  -4.027
C  4.066  -0.361  -2.969
C  1.654  -0.074  -3.846
Te  1.014  -0.821  -1.966
N  -0.034  -1.948  0.824
C  -0.812  -3.027  0.744
O  -1.567  -3.402  1.713
C  -0.861  -3.976  -0.455
C  -2.025  -4.645  -0.809
C  -2.068  -5.405  -1.971
C  -0.895  -5.519  -2.807
C  0.248  -4.906  -2.424
C  0.270  -4.150  -1.233
C  -0.482  0.523  -1.767
C  -1.840  0.066  -1.792
C  -2.383  -1.345  -1.677
C  -2.869  1.059  -1.687
C  -2.552  2.364  -1.890
C  -3.656  3.425  -1.907
C  -1.272  2.721  -2.113
C  -0.178  1.879  -1.956
C  1.228  2.397  -2.123
C  0.815  0.183  -4.934
C  -0.669  -0.202  -4.981
C  1.371  0.601  -6.153
H  4.236  0.816  -7.924
H  3.649  2.404  -7.491
H  2.776  1.321  -8.565
H  4.593  0.582  -5.334
H  5.110  -0.148  -3.217
H  3.983  -1.446  -2.702
H  3.904  0.229  -2.059
H  -2.936  -4.472  -0.166
H  -2.950  -6.045  -2.250
H  -0.949  -6.153  -3.739
H  1.204  -5.016  -2.990
H  1.181  -3.578  -1.070
H  -1.609  -2.117  -1.756
H  -3.026  -1.525  -2.540
H  -2.768  -1.494  -0.691
H  -3.937  0.789  -1.684
H  -4.576  2.947  -2.074
H  -3.408  4.048  -2.777
H  -3.690  4.083  -1.031
H  -1.158  3.777  -2.436
H  1.576  2.196  -3.144
H  1.930  1.803  -1.495
H  1.301  3.512  -2.005
H  -0.891  -0.912  -4.224
H  -1.034  -0.560  -5.952
H  -1.267  0.684  -4.797
H  0.717  0.712  -7.001
N  -1.694  2.015  2.228
C  -2.037  3.016  1.503
C  -1.213  4.164  1.650
C  -1.750  5.300  2.370
C  -0.964  6.359  2.639
C  0.327  6.548  2.194
C  0.845  5.572  1.377
C  0.081  4.397  1.152
H  -2.788  5.309  2.688
H  -1.476  7.157  3.139
H  0.851  7.458  2.432
H  1.753  5.711  0.790
H  0.504  3.608  0.472

Spin multiplicity ... 2
Total charge ... -2
Highest occupied orbital energy (spin up / spin down) ... -0.0821 / -0.0803 Ha
Frontier orbital gap (spin up / spin down) ... 5.636 / 5.588 eV
Lowest unoccupied orbital energy (spin up / spin down) ... 3.40 / 3.40 eV

Here are the Mulliken charges for atoms 1 to 6, given in e: number 1, In, carries 1.08; number 2, C, carries -1.35; number 3, N, carries 1.18; number 4, C, carries -2.09; number 5, C, carries -1.00; number 6, C, carries -1.08

(3)
Below is C42H43BF2MnN7P2S2Se as an isolated structure, with properties calculated with ωB97M-V/def2-TZVPD.

Positions of all 101 atoms, in Å:
Mn  -0.530  0.193  -0.879
S  -2.439  1.389  0.647
C  -3.870  0.749  -0.024
C  -4.937  1.621  -0.362
C  -6.090  1.166  -0.930
C  -6.229  -0.203  -1.195
C  -5.207  -1.028  -0.837
N  -4.070  -0.586  -0.246
H  -4.789  2.669  -0.152
H  -6.887  1.858  -1.173
H  -7.113  -0.610  -1.663
H  -5.250  -2.095  -0.992
S  1.530  -0.464  -1.942
C  1.175  1.264  -1.791
N  1.644  1.882  -0.534
C  1.831  3.288  -0.532
C  1.443  4.026  -1.596
C  0.981  3.362  -2.770
N  0.930  2.028  -2.859
H  2.420  1.357  -0.146
H  2.323  3.699  0.340
H  1.550  5.104  -1.576
H  0.698  3.924  -3.654
C  2.294  -0.165  2.102
P  0.543  -0.448  1.523
C  -0.272  0.423  2.921
C  -1.208  -0.140  3.782
C  -1.835  0.638  4.745
C  -1.551  1.991  4.852
C  -0.651  2.572  3.969
C  -0.024  1.796  3.008
C  0.479  -2.236  1.937
C  0.576  -2.740  3.232
C  0.526  -4.107  3.462
C  0.396  -4.988  2.396
C  0.348  -4.498  1.099
C  0.394  -3.130  0.872
P  3.717  -0.550  0.982
C  3.582  -2.363  0.750
C  3.504  -3.261  1.814
C  3.431  -4.623  1.579
C  3.437  -5.104  0.274
C  3.508  -4.218  -0.790
C  3.578  -2.850  -0.553
C  5.069  -0.506  2.242
C  6.198  -1.312  2.073
C  7.270  -1.238  2.948
C  7.246  -0.347  4.013
C  6.143  0.476  4.182
C  5.070  0.400  3.303
H  2.406  -0.699  3.050
H  2.374  0.904  2.307
H  -1.482  -1.180  3.675
H  -2.563  0.185  5.407
H  -2.042  2.596  5.604
H  -0.452  3.636  4.013
H  0.628  2.271  2.281
H  0.691  -2.063  4.071
H  0.590  -4.486  4.475
H  0.345  -6.054  2.577
H  0.272  -5.177  0.259
H  0.388  -2.746  -0.141
H  3.502  -2.892  2.834
H  3.362  -5.312  2.412
H  3.372  -6.170  0.091
H  3.497  -4.586  -1.808
H  3.603  -2.148  -1.377
H  6.232  -2.013  1.247
H  8.128  -1.881  2.799
H  8.079  -0.295  4.703
H  6.114  1.182  5.002
H  4.226  1.061  3.457
F  -2.491  -1.479  1.387
B  -2.996  -1.690  0.129
F  -3.605  -2.936  0.053
C  -4.046  4.207  -3.403
C  -2.994  4.349  -2.320
N  -2.204  3.138  -2.231
C  -2.249  2.097  -3.115
N  -1.768  0.940  -2.785
C  -1.632  -0.021  -3.873
C  -1.246  0.666  -5.167
C  -2.348  1.630  -5.540
N  -2.765  2.386  -4.366
C  -3.349  3.681  -4.641
H  -4.529  5.164  -3.605
H  -4.807  3.487  -3.092
H  -3.449  4.548  -1.347
H  -2.346  5.202  -2.553
H  -1.961  2.842  -1.291
H  -2.566  -0.588  -4.007
H  -0.848  -0.725  -3.598
H  -1.085  -0.057  -5.970
H  -0.313  1.203  -4.978
H  -3.211  1.098  -5.960
H  -1.998  2.338  -6.301
H  -4.051  3.563  -5.470
H  -2.579  4.401  -4.961
Se  -1.241  -3.604  -3.007
C  -1.614  -2.427  -1.804
N  -1.864  -1.608  -0.972

Spin multiplicity ... 6
Total charge ... -1
Highest occupied orbital energy (spin up / spin down) ... -0.0559 / -0.0720 Ha
Frontier orbital gap (spin up / spin down) ... 3.890 / 4.325 eV
Lowest unoccupied orbital energy (spin up / spin down) ... 2.37 / 2.37 eV

Here are the Mulliken charges for atoms 1 to 6, given in e: number 1, Mn, carries 0.57; number 2, S, carries -0.45; number 3, C, carries 0.54; number 4, C, carries -0.80; number 5, C, carries -0.22; number 6, C, carries -1.01

(4)
Below is C42H44As3F6HgN5O9 as an isolated structure in a non-equilibrium geometry, with properties calculated with ωB97M-V/def2-TZVPD.

Positions of all 110 atoms, in Å:
Hg  0.644  -2.492  0.828
C  0.694  -0.268  4.891
C  0.239  -0.547  3.590
N  1.055  -0.958  2.667
C  2.438  -0.967  2.860
C  2.945  -0.732  4.101
C  2.051  -0.381  5.123
C  4.333  -0.907  4.409
C  5.050  -1.477  3.416
C  4.574  -1.794  2.143
C  3.290  -1.436  1.810
N  2.629  -1.681  0.626
C  3.008  -1.158  -0.548
C  4.047  -0.232  -0.819
C  4.366  0.249  -2.104
C  3.518  -0.016  -3.165
C  2.351  -0.807  -2.991
C  1.394  -1.071  -4.057
C  0.278  -1.782  -3.809
C  0.072  -2.297  -2.562
N  0.940  -2.138  -1.585
C  2.138  -1.409  -1.723
H  0.087  0.081  5.712
H  -0.790  -0.390  3.301
H  2.442  -0.263  6.095
H  4.676  -0.689  5.428
H  6.060  -1.754  3.698
H  5.188  -2.204  1.383
H  4.746  -0.085  -0.005
H  5.112  0.971  -2.302
H  3.732  0.322  -4.197
H  1.522  -0.716  -5.054
H  -0.388  -2.079  -4.600
H  -0.875  -2.861  -2.417
F  -2.600  0.448  1.759
As  -2.969  -1.017  0.966
F  -3.752  -0.400  -0.408
F  -1.370  -0.906  0.177
F  -3.101  -2.610  0.216
F  -2.152  -1.893  2.320
F  -4.437  -1.155  1.790
C  3.326  3.769  -1.964
O  3.937  4.317  -0.793
C  3.066  4.981  0.114
O  3.627  5.560  1.003
C  1.593  4.766  0.136
C  0.732  5.789  0.082
As  -1.284  5.884  0.118
C  -1.274  6.596  1.905
C  -1.224  3.886  0.308
C  -0.500  3.419  1.372
As  1.250  2.825  0.622
C  2.305  2.409  2.176
C  -0.672  3.872  2.791
O  0.267  4.051  3.554
O  -1.915  3.989  3.222
C  -2.078  4.441  4.567
C  -1.163  3.420  -1.114
O  -1.092  4.147  -2.063
O  -1.288  2.091  -1.120
C  -1.170  1.335  -2.272
C  1.097  7.258  -0.212
O  1.255  8.046  0.697
O  0.895  7.714  -1.437
C  0.829  6.872  -2.592
H  2.684  4.507  -2.465
H  2.811  2.849  -1.834
H  4.125  3.625  -2.705
H  -1.090  7.676  1.772
H  -0.552  6.369  2.663
H  -2.314  6.578  2.304
H  1.598  2.145  2.957
H  2.964  3.210  2.531
H  2.866  1.513  1.984
H  -2.931  5.065  4.526
H  -1.216  5.064  4.814
H  -2.097  3.565  5.238
H  -1.052  0.274  -1.916
H  -0.317  1.636  -2.928
H  -2.062  1.274  -2.901
H  1.352  5.920  -2.534
H  1.335  7.475  -3.369
H  -0.216  6.697  -2.912
C  -4.184  -7.037  -4.101
C  -2.857  -6.315  -3.864
N  -2.788  -5.631  -2.593
C  -3.075  -4.186  -2.584
C  -4.561  -3.916  -2.517
C  -2.528  -6.356  -1.518
O  -2.530  -7.569  -1.394
C  -2.097  -5.608  -0.298
C  -2.673  -6.058  0.911
C  -2.368  -5.430  2.127
C  -1.423  -4.430  2.051
N  -0.738  -4.095  0.930
C  -1.079  -4.678  -0.243
H  -4.170  -7.563  -5.033
H  -5.039  -6.381  -4.100
H  -4.446  -7.809  -3.309
H  -2.703  -5.572  -4.692
H  -2.053  -7.041  -3.845
H  -2.637  -3.733  -3.500
H  -2.698  -3.700  -1.684
H  -5.015  -4.192  -3.485
H  -4.725  -2.834  -2.408
H  -5.068  -4.458  -1.713
H  -3.413  -6.826  0.905
H  -2.986  -5.660  2.989
H  -1.113  -3.884  2.885
H  -0.630  -4.416  -1.206

Total charge ... 0
Energy above the lowest of the compared OMol25 structures with the same formula, charge and spin ... 258.0 kJ/mol
Highest occupied orbital energy ... -0.2756 Ha
Frontier orbital gap ... 6.807 eV
Lowest unoccupied orbital energy ... -0.69 eV

Here are the Mulliken charges for atoms 1 to 6, given in e: number 1, Hg, carries 1.81; number 2, C, carries -1.08; number 3, C, carries -0.22; number 4, N, carries 0.53; number 5, C, carries 0.04; number 6, C, carries 1.53

Calculated M (g mol⁻¹), listed in the same order as above: 909.05 1141.43 954.64 1302.18